[1]
{
  "formula": "C17H19F4LuN3O4SSe",
  "method": "ωB97M-V/def2-TZVPD",
  "charge": -1,
  "homo_ev": -4.777,
  "gap_ha": 0.273,
  "species": ["Lu", "C", "C", "N", "C", "C", "C", "C", "N", "C", "C", "F", "C", "F", "C", "C", "F", "C", "F", "H", "H", "H", "H", "H", "H", "H", "H", "H", "H", "H", "H", "H", "H", "H", "S", "C", "C", "C", "C", "C", "N", "H", "H", "H", "H", "O", "Se", "O", "O", "O"],
  "xyz": [[0.64, -0.18, -0.98], [0.94, 0.99, 2.46], [0.20, -0.35, 2.32], [-0.73, -0.43, 1.24], [-1.46, -1.75, 1.24], [-2.18, -2.14, 2.49], [-1.82, 0.58, 1.27], [-1.99, 1.34, -0.01], [-0.74, 1.78, -0.56], [-0.68, 3.06, -0.97], [0.44, 3.32, -1.87], [1.24, 2.25, -2.19], [0.70, 4.51, -2.48], [1.76, 4.72, -3.31], [-0.18, 5.61, -2.21], [-1.31, 5.38, -1.45], [-2.08, 6.39, -1.01], [-1.53, 4.16, -0.82], [-2.58, 4.12, 0.04], [1.78, 0.98, 3.16], [0.32, 1.83, 2.69], [1.39, 1.26, 1.47], [-0.24, -0.65, 3.30], [0.95, -1.09, 2.13], [-0.73, -2.50, 0.90], [-2.11, -1.68, 0.41], [-1.49, -2.41, 3.29], [-2.68, -3.09, 2.30], [-2.90, -1.38, 2.81], [-1.57, 1.33, 2.08], [-2.75, 0.05, 1.53], [-2.72, 2.16, 0.17], [-2.48, 0.75, -0.87], [-0.05, 6.53, -2.74], [3.28, -0.32, -0.05], [2.89, -2.01, 0.03], [3.73, -3.07, 0.45], [3.33, -4.35, 0.24], [2.08, -4.65, -0.37], [1.26, -3.56, -0.57], [1.61, -2.33, -0.32], [4.69, -2.80, 0.99], [3.94, -5.16, 0.51], [1.81, -5.73, -0.57], [0.26, -3.64, -0.98], [0.87, -0.64, -2.93], [-0.50, -1.63, -3.13], [-0.02, -3.13, -3.50], [-1.07, -1.53, -1.53], [-1.55, -0.90, -4.11]]
}

[2]
{
  "formula": "CH2NO2S",
  "method": "ωB97M-V/def2-TZVPD",
  "charge": -1,
  "homo_ev": [-2.213, -2.209],
  "gap_ha": [0.231, 0.231],
  "relative_energy_kj_mol": 263.0,
  "species": ["C", "N", "O", "O", "S", "H", "H"],
  "xyz": [[-0.03, 0.33, 0.70], [0.87, 0.89, 1.28], [0.90, -0.86, -2.21], [-1.38, -1.31, -1.40], [0.04, -1.47, -1.16], [-1.17, 0.65, 0.79], [0.78, 1.76, 2.00]]
}

[3]
{
  "formula": "C27H30Br2MoN4O2SSe4Si",
  "method": "ωB97M-V/def2-TZVPD",
  "charge": -2,
  "homo_ev": -0.127,
  "gap_ha": 0.126,
  "relative_energy_kj_mol": 228.9,
  "species": ["Mo", "Se", "Se", "Se", "Se", "C", "C", "C", "C", "C", "C", "C", "S", "O", "O", "N", "C", "C", "C", "C", "C", "N", "H", "H", "H", "H", "H", "H", "H", "H", "H", "H", "H", "Br", "C", "C", "C", "N", "C", "C", "C", "C", "C", "Br", "C", "C", "N", "H", "H", "H", "H", "H", "H", "C", "Si", "C", "C", "C", "H", "H", "H", "H", "H", "H", "H", "H", "H", "H", "H", "C", "H", "H"],
  "xyz": [[1.11, 0.15, 1.19], [2.29, 1.97, -0.04], [4.53, 2.14, 0.40], [1.93, 5.95, 0.74], [1.45, 3.78, 1.20], [-6.81, 2.03, -2.75], [-5.33, 1.93, -2.46], [-4.76, 0.73, -2.04], [-3.41, 0.66, -1.76], [-2.62, 1.79, -1.89], [-3.16, 2.99, -2.31], [-4.52, 3.05, -2.60], [-0.85, 1.68, -1.64], [-0.38, 3.03, -1.80], [-0.43, 0.70, -2.60], [-0.66, 1.06, -0.16], [-1.13, 1.71, 0.95], [-2.24, 2.53, 1.09], [-2.63, 2.92, 2.36], [-1.92, 2.45, 3.46], [-0.81, 1.67, 3.25], [-0.38, 1.34, 2.02], [-7.30, 1.07, -2.60], [-6.98, 2.36, -3.77], [-7.27, 2.76, -2.08], [-5.39, -0.15, -1.93], [-2.95, -0.28, -1.44], [-2.51, 3.85, -2.40], [-4.95, 3.99, -2.93], [-2.78, 2.86, 0.21], [-3.49, 3.57, 2.48], [-2.22, 2.70, 4.47], [-0.21, 1.29, 4.07], [5.57, -4.74, 2.58], [4.34, -3.33, 2.19], [4.82, -2.10, 1.75], [3.89, -1.12, 1.49], [2.57, -1.30, 1.62], [2.10, -2.51, 2.04], [3.00, -3.55, 2.34], [0.69, -2.63, 2.12], [0.01, -3.82, 2.42], [-1.36, -3.83, 2.41], [-2.30, -5.45, 2.80], [-2.08, -2.68, 2.09], [-1.35, -1.55, 1.81], [-0.01, -1.48, 1.82], [5.87, -1.91, 1.61], [4.22, -0.14, 1.16], [2.63, -4.51, 2.67], [0.56, -4.72, 2.63], [-3.16, -2.67, 2.07], [-1.88, -0.64, 1.56], [4.18, -1.80, -1.81], [2.49, -1.00, -2.20], [2.96, 0.60, -3.10], [1.65, -2.12, -3.50], [1.40, -1.10, -0.68], [4.78, -1.89, -2.72], [4.75, -1.18, -1.11], [4.07, -2.79, -1.37], [3.83, 1.07, -2.63], [2.15, 1.32, -3.10], [3.22, 0.38, -4.14], [2.27, -2.29, -4.38], [0.71, -1.66, -3.82], [1.40, -3.09, -3.06], [1.45, -2.16, -0.39], [0.38, -0.96, -1.05], [2.11, 0.83, 2.77], [1.84, 1.77, 3.26], [3.03, 0.46, 3.23]]
}

[4]
{
  "formula": "C16H20BN14Rb",
  "method": "ωB97M-V/def2-TZVPD",
  "homo_ev": -8.020,
  "gap_ha": 0.293,
  "relative_energy_kj_mol": 0.0,
  "species": ["Rb", "B", "N", "C", "C", "C", "N", "N", "C", "C", "C", "N", "H", "H", "H", "H", "H", "H", "H", "H", "N", "C", "N", "C", "N", "N", "C", "N", "C", "C", "C", "C", "C", "N", "H", "H", "H", "H", "H", "H", "H", "H", "N", "C", "N", "N", "C", "N", "H", "H", "H", "H"],
  "xyz": [[0.95, -0.82, -0.61], [-0.86, -3.36, 0.37], [-0.78, -3.82, -1.10], [-1.18, -5.05, -1.55], [-0.81, -5.17, -2.88], [-0.20, -3.94, -3.17], [-0.15, -3.17, -2.10], [0.50, -3.61, 1.16], [0.70, -4.63, 2.04], [2.06, -4.71, 2.29], [2.61, -3.68, 1.58], [1.69, -3.01, 0.89], [-1.64, -4.05, 0.97], [-1.20, -2.20, 0.47], [-1.78, -5.62, -0.89], [-0.90, -6.02, -3.54], [0.25, -3.53, -4.05], [-0.17, -5.22, 2.32], [2.54, -5.46, 2.93], [3.67, -3.41, 1.55], [3.65, 2.00, 1.35], [2.54, 2.42, 1.99], [2.65, 3.23, 3.07], [1.48, 3.41, 3.66], [1.57, 4.19, 4.78], [0.30, 2.93, 3.31], [0.32, 2.22, 2.20], [1.39, 1.88, 1.53], [-1.01, 1.75, 1.77], [-2.13, 2.07, 2.55], [-3.36, 1.70, 2.09], [-3.45, 1.03, 0.89], [-2.27, 0.69, 0.20], [-1.08, 1.16, 0.58], [4.55, 2.35, 1.66], [3.63, 1.66, 0.42], [2.53, 4.32, 5.09], [0.80, 4.09, 5.44], [-1.94, 2.52, 3.51], [-4.21, 1.94, 2.70], [-4.39, 0.74, 0.51], [-2.31, 0.09, -0.69], [-1.36, 3.14, -3.88], [-0.37, 3.38, -4.78], [-0.70, 4.29, -5.73], [0.77, 2.80, -4.78], [0.92, 1.86, -3.87], [1.06, 1.11, -3.01], [-2.03, 3.91, -3.77], [-1.11, 2.66, -3.01], [-1.63, 4.59, -5.92], [-0.09, 4.37, -6.54]]
}

[5]
{
  "formula": "C3H20F9O19S3",
  "method": "ωB97M-V/def2-TZVPD",
  "charge": -3,
  "homo_ev": -2.474,
  "gap_ha": 0.296,
  "relative_energy_kj_mol": 44.8,
  "species": ["C", "F", "F", "F", "S", "O", "O", "O", "C", "F", "F", "F", "S", "O", "O", "O", "C", "F", "F", "F", "S", "O", "O", "O", "O", "H", "H", "O", "H", "H", "O", "H", "H", "O", "H", "H", "O", "H", "H", "O", "H", "H", "O", "H", "H", "O", "H", "H", "O", "H", "H", "O", "H", "H"],
  "xyz": [[0.12, 1.27, -4.98], [0.95, 2.32, -4.90], [0.88, 0.17, -4.74], [-0.79, 1.33, -4.02], [-0.63, 1.19, -6.68], [-1.55, 0.08, -6.64], [-1.20, 2.51, -6.80], [0.55, 0.95, -7.50], [-0.52, 0.98, 0.63], [-1.36, 1.30, 1.61], [-1.24, 0.69, -0.44], [0.27, 2.02, 0.36], [0.50, -0.47, 1.13], [1.25, 0.00, 2.28], [-0.49, -1.51, 1.32], [1.41, -0.74, 0.02], [-5.04, 0.59, 0.17], [-4.99, 1.40, 1.24], [-4.16, 1.03, -0.73], [-4.62, -0.62, 0.59], [-6.79, 0.49, -0.47], [-6.97, 1.73, -1.19], [-6.76, -0.72, -1.26], [-7.57, 0.41, 0.76], [-1.63, -2.52, -1.01], [-2.59, -2.60, -0.93], [-1.31, -2.37, -0.11], [2.28, -0.85, 4.90], [3.22, -0.67, 4.99], [2.09, -0.64, 3.97], [3.91, 0.80, -0.23], [3.21, 0.16, -0.43], [3.67, 1.58, -0.75], [4.16, -1.83, 1.04], [3.21, -1.86, 0.86], [4.41, -2.73, 1.25], [-0.42, -3.82, 2.85], [-0.65, -2.97, 2.44], [0.25, -4.16, 2.26], [-1.90, 2.74, 4.52], [-1.40, 3.53, 4.28], [-2.47, 2.57, 3.77], [2.88, -0.57, -2.55], [1.99, -0.84, -2.29], [2.75, 0.26, -3.01], [1.82, -3.77, -1.35], [1.31, -3.07, -1.76], [2.73, -3.49, -1.46], [4.21, 0.76, 2.59], [3.28, 0.94, 2.74], [4.54, 0.41, 3.42], [1.50, 2.95, 3.71], [1.33, 2.30, 3.02], [2.34, 3.35, 3.46]]
}

[6]
{
  "formula": "C4H3NS",
  "method": "ωB97M-V/def2-TZVPD",
  "homo_ev": -9.246,
  "smiles": "S=C1C=CC=N1",
  "gap_ha": 0.276,
  "relative_energy_kj_mol": 9.8,
  "species": ["S", "C", "C", "C", "C", "N", "H", "H", "H"],
  "xyz": [[0.56, -1.51, -1.07], [0.13, -0.24, -0.21], [0.34, -0.05, 1.24], [-0.25, 1.11, 1.57], [-0.85, 1.62, 0.32], [-0.65, 0.87, -0.70], [1.02, -0.73, 1.77], [-0.19, 1.56, 2.58], [-1.39, 2.53, 0.23]]
}

[7]
{
  "formula": "C3H5Br2ClS",
  "method": "ωB97M-V/def2-TZVPD",
  "homo_ev": -8.423,
  "gap_ha": 0.314,
  "relative_energy_kj_mol": 166.1,
  "species": ["C", "C", "C", "S", "Cl", "Br", "Br", "H", "H", "H", "H", "H"],
  "xyz": [[0.76, -0.96, 0.07], [-1.17, 0.98, -0.61], [-2.92, 0.17, 0.33], [-0.33, -0.37, -1.25], [-2.84, 0.58, 1.99], [-2.72, -1.80, 0.03], [-4.44, 0.92, -0.58], [1.12, -0.20, 0.77], [1.66, -1.49, -0.35], [0.10, -1.55, 0.86], [-1.59, 1.54, -1.32], [-0.84, 1.62, 0.26]]
}

[8]
{
  "formula": "C4H3NO3S",
  "method": "ωB97M-V/def2-TZVPD",
  "homo_ev": [-8.499, -8.011],
  "smiles": "O=S(=O)=c1ccocn1",
  "gap_ha": [0.258, 0.223],
  "relative_energy_kj_mol": 367.5,
  "species": ["O", "S", "O", "C", "C", "C", "O", "C", "N", "H", "H", "H"],
  "xyz": [[-4.10, -1.08, -0.61], [-3.59, -0.11, 0.28], [-4.17, 1.19, 0.05], [-1.48, -0.14, -0.10], [-0.53, 0.85, 0.09], [0.75, 0.38, -0.05], [1.01, -0.94, -0.38], [0.01, -1.78, 0.00], [-1.24, -1.38, 0.15], [-0.57, 1.89, 0.19], [1.69, 0.88, 0.05], [0.25, -2.82, 0.22]]
}

[9]
{
  "formula": "CHF2IO",
  "method": "ωB97M-V/def2-TZVPD",
  "homo_ev": [-10.842, -10.826],
  "gap_ha": [0.255, 0.255],
  "relative_energy_kj_mol": 252.6,
  "species": ["C", "O", "F", "F", "I", "H"],
  "xyz": [[0.16, -0.58, -0.48], [-0.87, -1.45, -0.31], [1.35, -1.11, -0.23], [0.21, 0.08, -1.66], [-0.77, -3.80, -1.45], [0.11, 0.16, 0.30]]
}

[10]
{
  "formula": "C27H33N3O6S",
  "method": "ωB97M-V/def2-TZVPD",
  "homo_ev": -8.324,
  "smiles": "CCN(CC)CCN1C(=O)C(=O)/C(=C(/O)c2ccc(S(=O)(=O)N3CCOCC3)cc2)[C@@H]1c1ccccc1",
  "gap_ha": 0.280,
  "relative_energy_kj_mol": 179.4,
  "species": ["C", "C", "N", "C", "C", "C", "C", "N", "C", "O", "C", "O", "C", "C", "O", "C", "C", "C", "C", "S", "O", "O", "N", "C", "C", "O", "C", "C", "C", "C", "C", "C", "C", "C", "C", "C", "C", "H", "H", "H", "H", "H", "H", "H", "H", "H", "H", "H", "H", "H", "H", "H", "H", "H", "H", "H", "H", "H", "H", "H", "H", "H", "H", "H", "H", "H", "H", "H", "H", "H"],
  "xyz": [[-2.87, -3.58, 6.23], [-2.69, -2.65, 5.04], [-2.88, -3.23, 3.72], [-4.23, -3.68, 3.44], [-5.28, -2.58, 3.62], [-1.93, -4.28, 3.38], [-0.46, -3.83, 3.41], [-0.18, -2.66, 2.62], [0.19, -1.48, 3.17], [0.26, -1.24, 4.36], [0.53, -0.54, 2.02], [0.88, 0.62, 2.14], [0.39, -1.34, 0.81], [0.79, -1.03, -0.45], [0.72, -1.99, -1.40], [1.34, 0.28, -0.85], [0.70, 1.46, -0.50], [1.23, 2.68, -0.91], [2.38, 2.70, -1.66], [3.04, 4.27, -2.24], [2.61, 5.30, -1.35], [4.43, 4.09, -2.52], [2.31, 4.58, -3.70], [0.93, 5.00, -3.72], [0.00, 3.82, -4.04], [0.40, 3.17, -5.23], [1.72, 2.68, -5.13], [2.71, 3.82, -4.86], [3.04, 1.53, -2.01], [2.51, 0.32, -1.61], [-0.19, -2.68, 1.18], [-1.58, -2.78, 0.59], [-1.89, -3.77, -0.34], [-3.15, -3.83, -0.90], [-4.11, -2.90, -0.54], [-3.81, -1.91, 0.38], [-2.55, -1.86, 0.95], [-2.73, -3.02, 7.15], [-2.15, -4.39, 6.22], [-3.87, -4.01, 6.25], [-1.69, -2.21, 5.07], [-3.39, -1.82, 5.12], [-4.51, -4.56, 4.05], [-4.25, -4.00, 2.39], [-4.93, -1.66, 3.16], [-5.48, -2.39, 4.67], [-6.20, -2.89, 3.14], [-2.02, -5.16, 4.03], [-2.17, -4.61, 2.36], [0.15, -4.66, 3.04], [-0.15, -3.59, 4.43], [1.03, -1.65, -2.25], [-0.21, 1.43, 0.08], [0.76, 3.61, -0.63], [0.71, 5.44, -2.75], [0.82, 5.77, -4.50], [-1.02, 4.17, -4.22], [0.00, 3.11, -3.20], [1.93, 2.21, -6.09], [1.79, 1.93, -4.33], [3.72, 3.44, -4.68], [2.73, 4.49, -5.72], [3.96, 1.59, -2.57], [3.03, -0.60, -1.85], [0.43, -3.51, 0.81], [-1.13, -4.49, -0.63], [-3.38, -4.60, -1.62], [-5.10, -2.95, -0.98], [-4.56, -1.19, 0.66], [-2.32, -1.10, 1.68]]
}